Entry 1:
Computed, not measured: a 6-piece molecular cluster, C23H64N2O21P5 overall, with ωB97M-V/def2-TZVPD.

XYZ file:
```
115
Properties=species:S:1:pos:R:3:forces:R:3:mulliken_charge:R:1
H 5.57157 -4.48860 -6.47063 0.0 0.0 0.0 0.31
H 3.40710 -11.96801 -5.52422 0.0 0.1 0.1 0.24
C -2.55026 6.92049 0.58248 0.1 0.1 -0.1 -0.63
C -11.50039 7.14110 0.65180 0.0 0.0 0.1 -0.67
H 6.62763 -10.94402 -7.84370 0.0 0.0 0.0 0.34
H 7.25755 -9.61862 -8.83880 0.0 0.1 0.0 0.24
O 6.59471 -9.02974 -6.98840 -2.0 -1.1 -1.2 -0.28
O 4.39264 -10.18202 -5.31740 -0.2 -0.3 -2.7 -0.33
P 5.39490 -3.76172 -3.60823 3.3 3.6 4.9 1.12
H -0.91296 -2.68743 -1.15227 0.0 0.0 0.0 0.25
H -10.37893 11.85993 1.11042 0.1 0.0 0.0 0.25
P -2.69294 5.70815 2.91710 3.8 -0.7 2.8 0.82
H 4.58359 -6.45688 -3.03840 0.0 0.0 0.0 0.27
H -9.18298 7.90451 4.92467 0.0 0.0 0.0 0.25
H 8.11399 -9.61286 -3.42976 0.0 0.0 0.0 0.25
H 0.46827 -1.08731 4.68236 0.3 -0.4 -0.1 0.35
H 1.68753 -0.36461 -4.08397 -0.1 0.0 0.0 0.34
H -2.14288 7.83294 1.01878 0.0 0.0 0.0 0.30
O 5.16530 -2.32687 -3.33998 -0.5 0.0 -0.5 -0.73
H 5.62573 1.63146 3.91036 0.1 0.0 0.2 0.35
O 5.23647 -7.84523 -5.28042 -0.5 0.3 -0.4 -0.38
H 7.33190 -4.32355 -6.56956 0.0 0.1 0.1 0.28
O 6.52850 -3.65060 -4.80341 -2.3 -1.7 -1.6 -0.37
C 3.75063 -5.75910 -3.11962 0.1 -0.2 0.1 -0.58
C 3.45794 1.61387 4.15706 -0.4 -0.3 -0.3 -0.52
H 5.50934 -9.78476 -8.61444 0.0 0.0 0.0 0.33
H 3.43660 2.56657 3.62760 0.1 0.2 0.1 0.31
H -2.21088 0.89844 0.09647 0.0 0.1 -0.1 0.31
P -0.74141 -0.32646 -2.87725 3.7 1.8 -1.7 0.88
P 5.57285 -9.19322 -5.74190 2.6 1.1 4.0 0.74
H 2.18725 -1.50034 -2.80402 0.0 0.0 0.0 0.30
C -1.10092 -1.87992 3.65838 0.4 0.1 0.4 -0.56
H 0.81513 1.39170 4.98591 0.1 0.0 0.1 0.28
H 5.14819 -12.06132 -5.85192 0.0 0.0 0.1 0.30
H -3.05109 -1.72768 4.64166 -0.2 0.3 0.2 0.35
O 4.17392 -4.42266 -2.75038 -0.8 -1.5 -3.0 -0.29
H 7.70711 -8.19706 -4.42002 0.0 0.0 0.0 0.15
H -11.31311 10.61893 1.96737 0.1 0.0 0.0 0.30
H -10.26521 6.81938 4.03956 0.0 -0.1 0.0 0.24
C -9.41330 7.49304 3.94412 -0.2 -0.1 0.1 -0.61
H 3.26852 1.77835 5.21808 0.2 0.2 0.1 0.39
C -10.61313 10.80110 1.15060 0.0 0.1 0.1 -0.61
N 0.12842 -1.10266 3.72368 -0.4 0.6 0.0 -0.35
O 0.71966 -0.13903 -2.23771 -0.1 0.2 0.1 -0.20
H -0.88466 -0.28559 0.01093 0.0 0.0 0.0 0.29
O -0.65394 -1.93098 -3.08674 -2.0 0.1 1.4 -0.31
O 4.98837 -0.06023 4.96450 -0.1 0.0 0.1 -0.54
O -10.20887 7.10910 1.29762 -1.2 1.7 -2.1 -0.31
N -1.85565 0.03158 5.03130 -0.4 0.2 -0.2 -0.05
H -1.51446 1.83956 3.90671 -0.5 0.1 0.2 0.59
H -12.20278 7.75762 1.21779 0.0 0.0 0.0 0.33
H -2.67982 0.44702 5.46234 0.0 -0.1 0.2 0.38
O -9.37190 10.09288 1.37389 -2.1 -0.6 -2.0 -0.29
H -0.83996 -2.92963 3.76390 -0.2 -0.1 0.0 0.42
C -1.08327 6.56079 4.80905 0.0 0.2 0.1 -0.64
O -3.77657 6.45526 3.84028 -1.3 0.2 -2.2 -0.35
O -1.43849 0.62395 -1.78092 -1.4 -2.0 0.4 -0.40
C -4.66035 7.44221 3.24142 0.1 0.1 -0.1 -0.66
O -2.63274 4.30732 3.35500 -0.4 -0.5 -0.2 -0.53
H 2.53946 -0.28329 3.95918 -0.3 -0.1 0.1 0.48
H -4.07668 8.26278 2.82037 0.0 0.0 0.1 0.35
H -1.55556 7.39062 5.33514 -0.1 0.0 0.0 0.25
H -2.38925 -2.64014 -2.15945 0.0 0.0 0.0 0.30
H 0.80996 2.17137 3.39095 0.0 0.3 0.3 0.41
C -1.31186 -2.81475 -2.16285 0.2 0.0 0.0 -0.59
H -2.10722 6.76072 -0.39474 0.1 -0.1 0.0 0.24
H 2.67932 0.19141 -2.72726 0.0 0.0 0.1 0.23
C 4.79787 0.92553 3.95415 -0.3 -0.3 -0.3 -0.63
C -2.01546 -1.45345 4.81510 0.3 -0.6 -0.3 -0.69
C 0.95238 1.22264 3.91155 -0.2 -0.3 -0.8 -0.94
H -1.37392 5.61914 5.27600 0.0 0.0 0.0 0.28
C 1.87553 -0.47907 -3.01744 0.2 -0.3 0.0 -0.71
H -0.00795 0.33350 2.25523 -0.4 0.1 -0.1 0.01
C -1.55172 0.76252 3.76021 1.3 -0.2 -0.7 -0.94
C -1.77737 0.09517 -0.49547 0.1 0.0 0.1 -0.54
O -0.91958 0.28118 -4.18978 -0.6 -0.1 -0.1 -0.70
O -1.43148 6.58637 3.42836 0.2 -0.2 -0.1 -0.31
H -0.00359 6.67639 4.87487 0.0 0.0 0.0 0.24
C 2.34561 0.72078 3.58294 0.8 0.2 0.5 -0.78
O 6.45666 -4.48921 -2.60524 -0.2 -0.2 0.2 -0.34
C 6.50416 -4.57858 -5.91367 0.2 -0.1 0.1 -0.54
C 6.48151 -9.90142 -8.13478 0.1 0.0 0.0 -0.71
H 4.04226 -11.32275 -7.04313 0.0 0.0 0.0 0.29
H -1.12239 -3.83243 -2.49020 0.0 0.0 -0.1 0.26
H 2.51658 0.67110 2.50622 -0.4 0.0 -0.1 0.33
H -1.57964 -1.75686 2.69007 0.1 0.1 -0.1 0.21
H -5.31239 7.83125 4.01567 0.1 -0.1 0.1 0.24
H -11.87420 6.12252 0.61587 0.1 0.0 0.0 0.24
H 6.62303 -5.60774 -5.56681 -0.1 0.0 0.0 0.18
C 7.73311 -3.89316 -2.39924 0.2 -0.2 -0.2 -0.70
H -2.51185 -0.70765 -0.59221 0.0 0.1 0.1 0.33
H -11.06399 10.50597 0.20305 0.0 0.0 0.0 0.28
H -5.26880 6.98639 2.46108 -0.1 0.0 0.0 0.33
H 5.28792 -0.87476 4.55169 0.1 0.1 0.1 0.32
C 4.24870 -11.45787 -5.98129 0.0 -0.1 0.1 -0.64
H 2.95489 -6.06699 -2.44680 0.0 0.2 0.1 0.31
H 7.69341 -2.81219 -2.53295 0.0 0.0 0.0 0.33
H -1.63358 -1.93696 5.70982 -0.3 0.0 0.2 0.40
O 6.63690 -9.95199 -4.78883 -0.1 0.0 0.2 -0.31
C -0.12495 0.29853 3.33840 0.3 -0.2 0.1 0.24
C 7.84238 -9.27871 -4.42818 0.2 -0.1 -0.1 -0.49
H -8.54977 6.94140 3.57156 0.0 0.0 0.0 0.28
O -9.73654 8.58717 3.09199 0.1 0.3 0.0 -0.31
H -11.41403 7.52128 -0.36635 0.0 0.0 0.0 0.31
H -3.62986 7.01236 0.46906 0.0 0.0 0.0 0.30
H 3.37236 -5.76995 -4.14118 0.0 -0.1 0.0 0.27
P -9.36369 8.49164 1.51607 3.5 -1.3 4.3 0.97
H -1.07216 0.15952 5.67007 0.0 0.2 0.1 0.43
H 8.03178 -4.11921 -1.37719 -0.1 0.0 0.0 0.26
H 8.47003 -4.31971 -3.08043 0.0 0.1 0.0 0.23
O -7.97073 8.09883 1.25595 -0.1 0.0 -0.6 -0.64
O -2.21375 5.77196 1.40135 -2.5 0.9 -0.4 -0.24
H 4.73776 0.41027 2.99163 0.2 0.2 -0.2 0.36
H 8.64495 -9.54406 -5.11672 0.0 0.0 -0.1 0.25
H -2.29205 0.48403 3.01947 -0.3 0.1 0.1 0.33
```
Forces are in eV/Å.

As for the HOMO energy: -10.8 eV. Its total charge is +1. The electronic energy is -4310.99014 a.u. The calculation puts the largest force on an atom at 6.9 eV Å⁻¹. As for the lowest unoccupied orbital energy: -2.678 eV. The value obtained for the molar mass is 859.63 g mol⁻¹.

***

Entry 2:
Computed, not measured: C15H14F2N6O2S2Tc as an isolated structure, with ωB97M-V/def2-TZVPD.

XYZ file:
```
42
Properties=species:S:1:pos:R:3:forces:R:3:nbo_charge:R:1
C 0.79832 -2.33012 0.01419 0.0 -0.1 0.0 0.12
C -0.68860 1.58199 2.54754 -0.2 0.0 -0.1 -0.45
H 0.64002 -2.06265 -7.21395 0.0 0.0 0.0 0.28
H 1.50733 -2.52373 -0.77940 0.0 0.0 0.0 0.24
S 1.45398 0.94536 -2.62863 0.0 0.1 0.0 0.01
C 0.48968 -1.96021 -5.05250 0.0 0.0 0.0 0.17
H 0.07106 -2.95154 -4.92653 0.0 0.0 0.0 0.24
H -2.96467 0.57809 -1.85366 0.0 0.0 0.0 0.19
H 0.36877 1.80281 7.13799 0.0 0.0 0.0 0.42
N -0.01851 -1.27804 -0.11522 -0.1 0.2 0.2 -0.49
C -0.98575 1.76220 4.91689 0.0 0.0 0.0 -0.27
O -0.32423 1.94054 -0.02671 0.1 0.3 0.2 -0.80
N 0.94083 1.63444 6.32875 0.0 0.0 0.0 -0.73
C 1.31491 -0.21078 -6.39261 0.0 0.0 0.0 0.14
O -2.60904 2.34688 0.94381 0.0 0.0 -0.1 -0.82
H -0.34612 -3.26688 3.03491 0.0 0.0 0.0 0.24
C -0.93279 -1.00363 0.84717 0.1 -0.1 -0.1 0.57
C -1.52770 1.75553 3.66266 0.0 0.0 0.0 -0.11
S -1.43677 1.56095 1.02481 0.1 -0.1 0.2 2.26
C 0.79917 -1.47458 -6.32321 0.0 0.0 0.0 -0.28
H 1.34179 1.32015 1.84212 0.0 0.0 0.0 0.23
C 0.68860 -3.10063 1.15007 0.0 0.0 0.0 -0.29
N 0.68416 -1.25998 -3.93730 0.0 0.0 0.0 -0.46
N -1.69591 0.07071 0.40058 0.2 0.1 0.0 -0.86
F -1.86581 -0.88945 -2.73638 0.1 -0.1 0.0 -0.31
H 1.93405 1.57650 6.46955 0.0 0.0 0.0 0.41
H -1.62336 1.90219 5.77964 0.0 0.0 0.0 0.24
C 1.23396 1.43446 3.96221 0.0 0.0 0.0 -0.26
F -1.87795 1.19746 -3.42888 0.0 0.0 0.1 -0.32
H 1.31571 -3.96637 1.29901 0.0 0.0 0.0 0.27
C 0.40783 1.60960 5.09805 0.0 0.0 0.0 0.26
H 1.85808 1.42708 -5.28408 0.0 0.0 0.0 0.46
N 1.48994 0.48135 -5.24964 0.0 0.0 0.0 -0.47
H -2.59183 1.89430 3.52462 0.0 0.0 0.0 0.26
C -0.24285 -2.70942 2.11176 0.0 0.0 0.0 0.16
H 2.30377 1.33852 4.09351 0.0 0.0 0.0 0.23
C -2.00752 0.40946 -2.34576 -0.1 0.2 -0.1 0.45
H 1.59273 0.28270 -7.31371 0.0 0.0 0.0 0.26
C 1.17872 -0.03925 -4.04061 -0.1 0.0 0.1 0.31
C 0.69617 1.41930 2.70494 0.0 0.0 0.0 -0.16
Tc -0.31004 0.41646 -1.21247 -0.3 -0.4 -0.3 1.06
N -1.06014 -1.66179 1.96645 -0.1 0.0 0.0 -0.41
```
Forces are in eV/Å.

As for the expectation value of S²: 0.76. Its spin multiplicity is 2. As for the HOMO energy (alpha / beta): -13.7 / -13.7 eV. Its total charge is +2. The electronic energy is -2135.33260 a.u. The calculation puts the largest force on an atom at 0.6 eV Å⁻¹. As for the lowest unoccupied orbital energy (alpha / beta): -7.459 / -7.943 eV. The value obtained for the molar mass is 510.45 g mol⁻¹.